No. 1
{
  "formula": "C2H8NO2",
  "method": "ωB97M-V/def2-TZVPD",
  "e_above_lowest_kcal_mol": 25.0,
  "e_homo_ha": -0.60585,
  "total_charge": 1,
  "gap_ev": 12.659,
  "symbols": ["C", "C", "N", "O", "O", "H", "H", "H", "H", "H", "H", "H", "H"],
  "positions_angstrom": [[-1.08, 0.28, -0.71], [-0.38, 0.72, 0.52], [-0.67, 1.88, 1.06], [0.62, -0.01, 0.86], [1.83, -2.27, -0.15], [-2.15, 0.72, -0.86], [-0.48, 0.30, -1.59], [-1.34, -0.71, -0.79], [-0.13, 2.16, 1.85], [1.71, -1.90, -1.05], [-1.55, 2.18, 0.69], [0.83, -0.89, 0.26], [2.80, -2.48, -0.10]],
  "lowdin_charge": [0.03, -0.38, 0.28, 0.15, -0.04, 0.15, 0.11, 0.07, 0.16, 0.07, 0.14, 0.16, 0.11]
}


No. 2
{
  "formula": "C33H43CrFNOSSb2Si",
  "method": "ωB97M-V/def2-TZVPD",
  "spin_multiplicity": 4,
  "e_homo_ha": [-0.48341, -0.48776],
  "total_charge": 2,
  "gap_ev": [6.347, 7.347],
  "symbols": ["Cr", "C", "Sb", "C", "C", "C", "C", "C", "C", "C", "C", "C", "Sb", "C", "C", "H", "H", "H", "H", "H", "H", "H", "H", "H", "H", "H", "H", "H", "H", "H", "H", "H", "H", "H", "H", "C", "Si", "C", "C", "N", "C", "C", "C", "C", "C", "C", "F", "H", "H", "H", "H", "H", "H", "H", "H", "H", "H", "H", "H", "H", "O", "S", "C", "C", "C", "C", "C", "C", "C", "C", "C", "C", "C", "C", "H", "H", "H", "H", "H", "H", "H", "H", "H", "H"],
  "positions_angstrom": [[0.66, -0.33, -0.07], [-2.40, -3.34, -0.51], [-0.83, -2.47, 0.60], [-1.99, -1.73, 2.22], [0.04, -4.19, 1.57], [0.06, -3.96, 3.06], [-0.99, -4.44, 3.84], [-1.06, -4.19, 5.20], [-0.06, -3.44, 5.81], [1.00, -2.98, 5.05], [1.08, -3.23, 3.68], [2.31, -2.77, 2.93], [2.24, -0.84, 2.01], [4.32, -0.62, 1.74], [1.92, 0.41, 3.68], [-2.90, -4.03, 0.16], [-2.03, -3.86, -1.39], [-3.08, -2.55, -0.81], [-2.61, -2.54, 2.60], [-2.62, -0.91, 1.86], [-1.34, -1.37, 3.02], [1.02, -4.37, 1.13], [-0.61, -5.03, 1.30], [-1.76, -5.04, 3.36], [-1.88, -4.58, 5.79], [-0.10, -3.23, 6.88], [1.81, -2.43, 5.54], [2.64, -3.47, 2.16], [3.15, -2.65, 3.63], [4.80, -1.17, 2.55], [4.58, 0.43, 1.81], [4.64, -1.03, 0.79], [2.71, 0.20, 4.39], [0.95, 0.19, 4.12], [1.95, 1.45, 3.36], [2.29, 2.24, -3.11], [2.75, 1.27, -1.63], [4.44, 1.74, -1.07], [2.56, -0.58, -1.92], [1.53, 1.35, -0.36], [1.04, 2.45, 0.38], [1.51, 3.76, 0.40], [0.91, 4.71, 1.23], [-0.16, 4.39, 2.05], [-0.66, 3.09, 2.04], [-0.04, 2.22, 1.21], [-0.53, 0.87, 1.12], [3.15, 2.30, -3.80], [2.01, 3.27, -2.85], [1.46, 1.78, -3.65], [5.02, 2.07, -1.94], [4.97, 0.90, -0.62], [4.41, 2.57, -0.35], [3.30, -0.96, -2.63], [1.58, -0.81, -2.36], [2.71, -1.19, -1.01], [2.35, 4.03, -0.23], [1.29, 5.73, 1.23], [-0.61, 5.14, 2.69], [-1.51, 2.79, 2.66], [-0.54, -0.12, -1.68], [-1.31, 1.23, -1.88], [-3.02, 0.77, -1.90], [-3.91, 1.63, -1.26], [-5.27, 1.33, -1.30], [-5.71, 0.18, -1.95], [-4.79, -0.67, -2.57], [-3.44, -0.38, -2.55], [-1.05, 1.66, -3.57], [-1.26, 2.99, -3.91], [-1.08, 3.37, -5.23], [-0.69, 2.42, -6.17], [-0.47, 1.10, -5.80], [-0.65, 0.70, -4.49], [-3.56, 2.53, -0.76], [-5.98, 1.99, -0.81], [-6.77, -0.05, -1.97], [-5.15, -1.56, -3.09], [-2.72, -1.03, -3.05], [-1.55, 3.72, -3.15], [-1.24, 4.40, -5.52], [-0.55, 2.72, -7.21], [-0.16, 0.37, -6.54], [-0.47, -0.32, -4.18]],
  "lowdin_charge": [0.40, -0.26, 1.41, -0.26, -0.27, -0.31, -0.06, -0.06, -0.06, -0.04, -0.28, -0.29, 1.42, -0.26, -0.25, 0.03, 0.02, -0.01, 0.03, 0.02, 0.02, 0.06, 0.07, 0.12, 0.12, 0.12, 0.12, 0.07, 0.07, 0.03, 0.02, 0.01, 0.03, 0.02, 0.02, -0.13, 0.39, -0.14, -0.16, -0.20, -0.31, 0.00, -0.05, -0.06, 0.00, -0.21, -0.11, 0.06, 0.05, 0.01, 0.05, 0.02, 0.05, 0.08, 0.03, 0.01, 0.11, 0.12, 0.12, 0.14, -0.64, 1.11, -0.38, -0.07, -0.05, -0.04, -0.05, -0.08, -0.41, -0.07, -0.04, -0.04, -0.04, -0.09, 0.12, 0.12, 0.12, 0.12, 0.12, 0.12, 0.12, 0.12, 0.12, 0.11]
}


No. 3
{
  "formula": "C3H7NO3",
  "method": "ωB97M-V/def2-TZVPD",
  "e_above_lowest_kcal_mol": 205.9,
  "e_homo_ha": [-0.31511, -0.33660],
  "total_charge": 0,
  "gap_ev": [8.972, 9.676],
  "symbols": ["C", "C", "C", "N", "O", "O", "O", "H", "H", "H", "H", "H", "H", "H"],
  "positions_angstrom": [[-0.79, -0.30, -0.32], [0.08, -0.30, 0.95], [-0.88, 1.22, -0.67], [0.81, 0.97, 0.81], [0.02, 1.85, 0.22], [3.08, -0.29, -0.12], [2.12, 0.53, -0.56], [-0.28, -1.00, -0.91], [-1.75, -0.70, 0.02], [-0.54, -0.34, 2.00], [0.81, -1.08, 1.02], [-0.62, 1.41, -1.62], [-1.95, 1.76, -0.49], [3.79, 0.34, 0.34]],
  "lowdin_charge": [-0.13, -0.18, -0.15, 0.00, -0.10, -0.12, -0.18, 0.09, 0.10, 0.17, 0.09, 0.07, 0.17, 0.16]
}


No. 4
{
  "formula": "C4H10N2O2",
  "method": "ωB97M-V/def2-TZVPD",
  "e_above_lowest_kcal_mol": 77.8,
  "e_homo_ha": -0.31546,
  "total_charge": 0,
  "gap_ev": 9.381,
  "symbols": ["C", "C", "C", "C", "H", "H", "H", "H", "H", "H", "H", "H", "H", "H", "N", "N", "O", "O"],
  "positions_angstrom": [[0.05, 0.05, 2.19], [1.11, 0.56, 1.27], [-0.47, -0.01, -0.60], [-0.73, 0.57, -2.11], [-0.71, -1.78, 2.49], [0.29, 0.33, 3.21], [-0.90, 0.40, 1.86], [2.04, 0.07, 1.48], [1.37, 1.62, 1.45], [1.19, 0.97, -0.77], [-1.04, -1.34, 0.64], [-1.28, 1.45, -2.03], [-1.26, -0.22, -2.71], [0.70, -0.06, -3.07], [0.65, 0.40, -0.13], [-1.32, -0.95, -0.31], [0.06, -1.36, 2.22], [0.49, 0.79, -2.72]],
  "lowdin_charge": [-0.26, -0.12, -0.46, -0.18, 0.06, 0.12, 0.11, 0.11, 0.13, 0.13, 0.03, 0.09, 0.13, 0.08, 0.06, 0.10, -0.06, -0.06]
}